A cluster of 10 separate species, C48H48F6N2O2 in total, computed with the ωB97M-V functional and the def2-TZVPD basis.

Each line ends with the Löwdin charge.
CARTESIAN COORDINATES (ANGSTROEM)
1 C -0.41 -3.04 -1.24  -0.094
2 H -5.94 -1.30 0.48  0.077
3 C 4.61 -4.84 0.87  -0.066
4 C 4.06 -0.42 -4.29  -0.288
5 O -1.80 0.05 0.36  -0.140
6 H -5.67 -0.37 -1.03  0.073
7 H -1.03 0.55 4.08  0.096
8 N -2.60 -0.37 3.25  0.048
9 H -0.17 -1.56 5.29  0.102
10 C 2.93 -3.36 1.76  -0.287
11 F 5.26 -0.52 -4.89  0.066
12 C -3.61 4.87 0.63  -0.286
13 H -0.54 3.11 -0.87  0.095
14 H 3.84 -2.98 -0.06  0.109
15 H -1.84 2.97 3.26  0.119
16 C -1.10 -1.57 4.74  -0.060
17 C -3.79 3.71 -0.09  -0.002
18 C 4.04 -0.49 -2.91  -0.006
19 C -1.51 -0.42 4.08  -0.119
20 H 3.49 -5.91 3.88  0.105
21 H 0.83 -5.19 -3.48  0.116
22 H 4.90 -0.32 -2.28  0.107
23 C 3.61 -5.25 3.02  -0.087
24 C -1.47 4.37 4.94  -0.070
25 H -2.36 4.07 5.48  0.107
26 O -5.18 0.52 0.85  -0.125
27 H 2.87 -0.36 -6.09  0.117
28 H 1.31 6.29 5.12  0.103
29 C 3.46 2.96 -0.55  -0.001
30 C -1.77 -3.26 -1.42  -0.087
31 H 5.23 -5.06 0.01  0.105
32 C 2.81 -0.59 -2.27  -0.089
33 H -2.81 2.01 -0.96  0.078
34 H -4.31 -1.09 -0.16  0.057
35 C -5.28 -0.59 -0.03  -0.162
36 C 2.89 -0.38 -5.01  -0.009
37 C 3.40 1.76 0.16  -0.087
38 H 2.82 -0.56 -1.19  0.082
39 C -2.99 -2.68 3.80  -0.063
40 C -0.39 0.22 0.27  -0.155
41 C -2.10 -1.30 -4.43  -0.087
42 C 0.07 3.80 3.21  -0.299
43 C -2.46 -0.51 -3.34  -0.067
44 H -1.49 -3.68 4.95  0.107
45 H 6.79 3.01 -1.20  0.117
46 H -3.23 -4.52 -2.37  0.123
47 C -3.30 -1.50 3.16  -0.151
48 C 0.07 -4.62 -2.95  -0.014
49 H -4.24 0.12 -6.65  0.101
50 C 4.56 1.01 0.36  -0.110
51 C -3.55 0.32 -3.48  -0.147
52 H 0.73 -0.31 -4.91  0.096
53 C 0.99 4.74 3.66  -0.018
54 F 2.27 -2.20 1.58  0.039
55 C -1.15 3.62 3.79  -0.019
56 C 0.64 5.53 4.74  -0.079
57 F 4.72 4.61 -1.65  0.068
58 H 0.67 -0.59 -2.45  0.074
59 C -2.68 3.02 -0.60  -0.074
60 H -0.61 5.80 6.37  0.101
61 C -3.73 -0.11 -5.72  -0.147
62 H 2.61 3.64 -0.60  0.114
63 H -4.80 3.35 -0.26  0.117
64 H -2.23 6.42 1.15  0.118
65 H 6.67 0.92 0.04  0.106
66 H 2.23 -3.77 3.75  0.111
67 C -1.23 4.80 0.18  -0.089
68 H -2.31 -1.60 -6.50  0.102
69 C -2.69 -1.04 -5.65  -0.072
70 H 1.95 4.95 3.21  0.117
71 H -4.21 -1.42 2.57  0.102
72 C -2.18 -4.26 -2.29  -0.021
73 C 4.48 -5.63 2.01  -0.090
74 C 1.65 -0.37 -4.35  -0.065
75 H 0.22 -0.68 0.43  0.056
76 N -4.21 0.48 -4.64  0.059
77 C 2.86 -4.09 2.93  -0.018
78 H 5.03 -6.54 2.19  0.101
79 C 5.83 2.69 -0.84  -0.013
80 H 1.58 -3.37 -2.18  0.097
81 H -4.23 0.61 1.00  0.040
82 H -0.11 -2.47 -0.38  0.078
83 C 3.82 -3.70 0.75  -0.020
84 H -3.98 0.75 -2.58  0.087
85 C -1.84 -2.74 4.57  -0.065
86 C -1.25 -5.05 -2.92  -0.293
87 H -1.24 -1.95 -4.34  0.099
88 H 2.51 1.43 0.68  0.095
89 H -1.99 -0.64 -2.37  0.078
90 C -2.34 5.43 0.73  -0.030
91 H 4.42 0.15 1.00  0.101
92 H -0.03 1.00 0.94  0.064
93 H -2.44 -2.69 -0.78  0.095
94 F -1.66 -6.14 -3.57  0.069
95 H -0.20 0.62 -0.73  0.068
96 F -4.66 5.50 1.17  0.065
97 C 5.77 1.51 -0.11  -0.089
98 H -0.34 5.40 0.26  0.107
99 H -1.91 -0.24 1.28  0.034
100 C -1.44 3.59 -0.51  -0.099
101 C 0.52 -3.59 -2.12  -0.068
102 H -3.59 -3.57 3.66  0.107
103 F 0.44 3.01 2.18  0.035
104 C 4.67 3.43 -1.02  -0.285
105 C 1.61 -0.57 -2.98  -0.100
106 C -0.55 5.25 5.44  -0.098

Output
- total charge = 0
- ΔE to the lowest compared entry with this formula, charge and spin (kJ/mol) = 92.68
- SMILES = Fc1ccccc1.Fc1ccccc1.Fc1ccccc1.Fc1ccccc1.Fc1ccccc1.Fc1ccccc1.c1ccncc1.c1ccncc1.CO.CO
- HOMO energy (eV) = -9.0

A structure of composition C48H48KN11O3PS4, computed with the ωB97M-V functional and the def2-TZVPD basis.

Each line ends with the Löwdin charge.
CARTESIAN COORDINATES (ANGSTROEM)
1 C -0.39 2.73 -5.22  -0.098
2 H -1.14 -0.85 6.37  0.101
3 C -3.26 -0.72 -5.73  -0.181
4 O 0.58 -3.18 2.10  -0.352
5 H -0.17 -3.50 -6.95  0.074
6 H 1.85 -0.54 -4.45  0.066
7 H 0.17 5.12 1.41  0.085
8 H 0.54 2.89 2.11  0.076
9 H -0.99 5.77 -2.65  0.104
10 H -0.57 -4.44 -2.70  0.086
11 C 3.02 1.17 0.93  -0.261
12 C 3.84 1.02 2.04  -0.032
13 H 0.57 -2.00 -7.49  0.074
14 C 0.55 3.08 -3.04  -0.128
15 N -2.74 -0.38 -4.57  0.052
16 N 1.87 1.84 0.97  0.095
17 C -3.64 -3.83 -4.01  -0.100
18 H 1.87 2.69 4.21  0.103
19 C -1.76 1.10 3.73  -0.143
20 H -4.22 -4.00 -4.91  0.098
21 C 1.49 2.37 2.13  -0.171
22 C -5.17 3.19 0.78  -0.110
23 C 3.75 -2.49 5.85  -0.039
24 K 0.09 -0.31 0.27  0.545
25 C 0.01 5.79 0.57  -0.104
26 H -2.02 0.91 -1.31  -0.035
27 C -0.64 6.15 -1.70  -0.086
28 N 3.51 -3.81 7.88  0.075
29 H 1.41 3.14 -2.38  0.100
30 H -1.67 -5.38 0.12  0.061
31 C -3.17 2.14 -0.10  -0.335
32 C -1.25 -1.74 -6.40  -0.372
33 N -0.84 0.64 2.90  0.107
34 H -6.15 3.10 1.22  0.094
35 H -4.88 1.07 0.64  0.108
36 C -1.60 -4.10 -2.76  -0.089
37 H -2.40 1.89 3.34  0.106
38 H 4.50 -3.67 8.03  0.077
39 C 3.44 0.66 -0.41  -0.275
40 O -1.78 -1.86 0.42  -0.641
41 H 4.65 -2.04 6.26  0.103
42 N 2.65 -0.14 -1.01  0.070
43 C -1.45 -0.75 -4.33  -0.800
44 H -2.53 2.70 -5.32  0.099
45 C -0.46 5.27 -0.63  -0.372
46 C -1.08 -0.41 5.39  -0.148
47 H -0.48 8.17 -2.41  0.098
48 H 1.72 2.77 -4.80  0.095
49 P -0.82 3.47 -0.69  1.131
50 C -2.36 -4.35 -3.90  -0.084
51 C -1.83 3.08 -3.33  -0.100
52 C -0.35 7.50 -1.56  -0.091
53 H -0.25 2.53 -6.28  0.098
54 H -2.83 3.13 -2.92  0.108
55 H 4.76 0.45 1.96  0.120
56 C -0.73 3.20 -2.50  -0.418
57 H -3.02 -1.69 -7.65  0.089
58 H 1.39 -4.78 6.62  0.104
59 H -5.20 5.35 0.75  0.089
60 C 0.12 8.00 -0.35  -0.104
61 S -1.19 -3.07 -0.26  0.874
62 C -1.85 -4.45 0.67  -0.215
63 O 2.76 -2.08 1.66  -0.320
64 H -3.81 -2.19 -1.05  0.106
65 C 2.38 -1.60 -2.86  -0.951
66 C -2.16 -3.36 -1.74  -0.407
67 C 1.92 -4.03 6.05  -0.038
68 N 0.94 -0.74 2.51  -0.200
69 N 2.96 -0.48 -2.29  -0.038
70 C 2.23 2.26 3.29  -0.061
71 N 2.18 -1.46 -4.20  0.065
72 H -0.87 -2.62 -8.33  0.066
73 C -3.43 -2.81 -1.84  -0.075
74 H 4.03 1.43 4.14  0.105
75 S 1.58 -2.18 2.48  0.552
76 S 2.10 -2.97 -2.00  0.651
77 C -0.04 -0.35 3.36  -0.463
78 C -2.61 3.41 -0.31  -0.320
79 H -1.34 -4.46 1.63  0.034
80 C -1.66 2.83 -4.69  -0.097
81 H 5.32 1.70 -0.27  0.075
82 C -4.17 -3.05 -2.99  -0.084
83 H 3.83 -1.38 4.02  0.100
84 H -2.93 5.52 -0.19  0.094
85 C 0.72 2.86 -4.39  -0.103
86 N -0.70 -1.41 -5.24  0.082
87 H 4.56 1.81 -1.85  0.080
88 C 3.07 -3.46 6.59  -0.335
89 C 0.29 7.14 0.72  -0.094
90 H 3.42 0.19 -2.89  0.130
91 C -1.93 0.62 5.02  -0.080
92 N -0.14 -0.89 4.59  0.142
93 H -2.92 -4.27 0.78  0.061
94 C -2.57 -1.42 -6.71  -0.057
95 C 4.74 1.14 -1.00  -0.022
96 C -3.36 4.54 -0.02  -0.095
97 H -5.15 -2.61 -3.10  0.103
98 H -2.90 0.11 -0.14  0.063
99 C 1.46 -3.65 4.81  -0.066
100 S -0.74 -0.31 -2.84  0.653
101 C -4.64 4.45 0.52  -0.114
102 H 3.23 -4.74 8.16  0.077
103 H 0.66 7.51 1.67  0.097
104 C -4.45 2.05 0.47  -0.042
105 H 0.34 9.05 -0.25  0.094
106 C -0.39 -2.51 -7.36  -0.043
107 H -2.69 1.01 5.68  0.084
108 H 5.32 0.30 -1.37  0.088
109 N -2.46 0.99 -0.39  0.072
110 C 3.43 1.56 3.24  -0.070
111 H 0.57 -4.08 4.39  0.108
112 C 2.15 -2.69 4.07  -0.289
113 C 3.29 -2.12 4.60  -0.056
114 H -1.93 -4.92 -4.71  0.100
115 H -4.30 -0.43 -5.89  0.099
116 H 1.53 -2.15 -4.58  0.056

Output
- total charge = -1
- ΔE to the lowest compared entry with this formula, charge and spin (kJ/mol) = 0.00
- HOMO energy (eV) = -4.4

A structure of composition C48H50Br2N9O9S3Sr, computed with the ωB97M-V functional and the def2-TZVPD basis.

Each line ends with the Löwdin charge.
CARTESIAN COORDINATES (ANGSTROEM)
1 H 0.04 7.22 -0.06  0.102
2 C 0.05 7.50 2.03  -0.092
3 C 3.40 0.04 -3.78  -0.409
4 H 4.63 -1.47 -4.58  0.085
5 C 1.84 -4.84 0.55  -0.064
6 Br 7.40 0.06 2.48  0.794
7 O 1.93 -1.08 4.96  0.067
8 C 2.96 -2.38 1.05  -0.261
9 H 0.18 5.07 4.32  0.099
10 H -3.11 -2.04 1.60  0.093
11 H 3.77 5.35 2.20  0.033
12 H -6.79 -2.69 6.24  0.078
13 H 2.14 2.54 -2.16  0.080
14 N -1.65 1.38 -8.41  0.121
15 C 3.66 -1.37 -4.05  -0.035
16 H -2.93 -5.37 -1.10  0.116
17 N 2.00 -2.50 0.14  0.057
18 H -0.21 3.69 2.30  0.125
19 H -3.69 -0.40 2.14  0.115
20 O 0.64 2.07 -0.35  -0.231
21 C -2.00 0.54 -5.95  -0.205
22 H 5.31 2.37 1.71  0.096
23 C 2.63 1.86 -2.88  -0.111
24 C 3.73 1.15 0.92  -0.103
25 H 2.91 -1.74 -4.76  0.069
26 H 3.56 4.53 0.88  0.024
27 H -1.04 2.76 -0.26  0.080
28 C -0.13 -6.42 -3.70  -0.083
29 H -2.67 -0.49 0.67  -0.005
30 S -3.49 -4.00 4.76  0.706
31 H 1.41 -5.78 0.23  0.115
32 C 0.47 -0.46 2.69  -0.042
33 C 3.21 2.20 -4.08  -0.096
34 C -1.12 -0.44 -5.54  -0.089
35 H -2.67 -4.69 1.12  0.080
36 H 4.25 0.91 -5.45  0.162
37 H -3.73 1.17 -3.05  0.097
38 C -0.19 5.14 -1.61  -0.135
39 C -1.81 1.09 -7.29  -0.201
40 C -2.34 -2.72 5.33  -0.235
41 H -5.23 -2.03 6.62  0.069
42 H -1.71 -6.20 0.86  0.088
43 Sr 0.96 -0.23 -0.86  1.199
44 C -0.22 6.34 -4.13  -0.112
45 H 3.32 3.17 -4.54  0.109
46 H -2.23 -5.78 -3.28  0.110
47 C -1.33 5.10 -2.42  -0.029
48 C 5.62 0.11 1.97  -0.685
49 H 1.84 5.80 -1.53  0.102
50 C 0.08 6.92 3.28  -0.116
51 H -0.43 -6.48 -4.75  0.073
52 H -1.84 -3.94 -1.14  0.102
53 C -1.76 -5.12 0.62  -0.076
54 O 2.22 3.74 -0.43  -0.026
55 H -1.01 -4.56 -3.27  0.046
56 C 0.05 4.76 2.18  -0.009
57 C -5.77 -2.60 5.87  -0.115
58 C 0.15 5.36 0.90  -0.114
59 C -2.95 1.19 -5.06  -0.209
60 H -5.71 -4.67 5.14  0.097
61 C -2.13 -0.25 -3.29  -0.772
62 H 4.11 -3.30 2.66  0.117
63 O 4.23 4.75 1.59  -0.089
64 N 2.78 0.49 -2.69  0.008
65 C 3.68 -1.18 1.20  -0.217
66 C -1.61 -0.86 2.36  -0.266
67 Br 3.28 -6.10 2.74  0.757
68 O -1.31 3.67 -0.03  -0.020
69 N 3.12 -0.01 0.73  0.033
70 N -4.47 2.92 -6.21  0.132
71 C 1.06 3.30 -0.36  -0.535
72 C 4.99 -1.09 1.75  -0.081
73 H -2.40 -2.75 6.44  0.113
74 C -5.09 -3.97 5.70  -0.278
75 C 0.17 5.54 3.33  -0.094
76 H 0.79 -3.85 -0.96  0.111
77 C 3.32 -3.45 1.89  -0.071
78 N 0.71 -1.31 5.02  -0.283
79 C 1.55 -3.72 -0.19  -0.099
80 C -0.04 -0.80 3.94  -0.157
81 O 0.10 -1.77 6.05  0.002
82 C 4.95 1.35 1.59  -0.020
83 H -2.38 -0.54 5.51  0.149
84 C -1.40 5.77 -3.63  -0.084
85 C -2.43 -1.35 4.74  -0.131
86 N -0.48 -0.44 1.75  0.116
87 S -1.93 -0.76 -1.70  0.443
88 H 5.50 -2.05 2.05  0.115
89 O -1.00 -5.80 -1.58  -0.184
90 C 0.88 6.47 -3.33  -0.099
91 H -0.93 -4.56 1.04  0.048
92 H -2.25 4.55 -2.11  0.127
93 N 3.67 1.06 -4.63  0.095
94 C -1.14 -0.80 -4.19  -0.761
95 H -1.28 -3.18 5.27  0.126
96 C -1.93 -5.01 -0.86  -0.314
97 H 1.46 -0.18 2.38  0.094
98 C -2.85 -0.96 1.65  -0.027
99 H 0.11 8.60 1.95  0.111
100 H -0.09 -7.46 -3.37  0.066
101 S -0.10 -1.97 -3.47  0.412
102 H 0.83 -5.87 -3.61  0.086
103 N -1.37 -1.04 3.74  0.054
104 H -0.18 6.73 -5.16  0.103
105 H -2.38 5.88 -4.21  0.132
106 H 0.07 7.53 4.18  0.099
107 C -3.81 2.14 -5.64  -0.214
108 C -1.20 -5.60 -3.02  -0.266
109 C -3.02 0.74 -3.73  -0.058
110 C 2.77 -4.67 1.62  -0.642
111 H -3.36 -1.21 4.15  0.108
112 O -3.97 -3.56 3.43  -0.368
113 H 3.71 -2.00 -3.16  0.081
114 H -4.92 -4.38 6.70  0.093
115 H -5.79 -2.14 4.88  0.073
116 C 0.15 6.72 0.87  -0.035
117 O -2.93 -5.35 4.84  -0.332
118 C 0.95 5.80 -2.12  -0.038
119 H 1.78 6.97 -3.70  0.100
120 C -0.08 4.38 -0.29  -0.297
121 H -0.40 -0.82 -6.31  0.126
122 H 3.36 2.10 0.48  0.102

Output
- total charge = -1
- HOMO energy (eV) = -3.5

A structure of composition C48H50BrKN11O, computed with the ωB97M-V functional and the def2-TZVPD basis.

Each line ends with the Löwdin charge.
CARTESIAN COORDINATES (ANGSTROEM)
1 C -0.06 -1.07 -2.50  -0.159
2 H 1.64 2.37 -4.91  0.090
3 H -0.17 1.60 2.81  0.096
4 C -2.64 -0.57 -1.87  -0.075
5 H 4.73 1.84 2.12  0.128
6 H 0.95 5.64 1.20  0.106
7 H 3.37 0.89 -2.15  0.058
8 C -2.31 1.72 2.65  -0.035
9 H -11.89 -1.88 -3.41  0.097
10 N -5.15 -0.47 -2.14  0.193
11 H -13.17 -0.65 -3.55  0.095
12 H -4.39 1.68 2.17  0.116
13 H 0.32 -3.79 1.78  0.095
14 H 0.76 -3.41 -0.33  0.096
15 C 0.08 3.09 -2.74  -0.030
16 C 2.61 -4.83 4.01  -0.053
17 H -7.28 -1.35 -3.29  0.114
18 H 1.29 3.34 0.31  0.078
19 H -8.11 1.43 -0.13  0.106
20 N 2.17 2.61 2.00  0.090
21 H -0.59 2.24 -2.63  0.076
22 H 4.43 -1.27 3.84  0.108
23 C 1.67 -4.45 -1.96  -0.092
24 H 2.36 -1.21 5.77  0.124
25 N 2.98 1.25 -1.29  -0.001
26 C 1.60 3.61 1.31  -0.132
27 H -2.43 2.22 3.60  0.110
28 H 8.18 -0.71 -0.13  0.112
29 C 6.50 -2.03 0.11  -0.061
30 C 6.67 0.10 1.16  -0.019
31 O -11.57 -0.04 -2.49  -0.073
32 H -0.19 3.61 -3.66  0.091
33 C 3.80 -0.51 4.30  -0.179
34 C 3.57 -3.33 -2.87  -0.095
35 C 5.27 -2.17 0.72  -0.146
36 C -1.84 0.45 0.26  -0.133
37 H 0.98 -1.25 -2.73  0.095
38 C 2.45 -1.12 4.68  -0.109
39 C 1.07 -3.75 2.56  -0.147
40 C 2.87 -3.59 4.56  -0.017
41 C -7.98 -0.77 -2.71  -0.012
42 H -9.66 -1.43 -3.85  0.106
43 H 4.07 -1.51 -1.84  0.103
44 H 2.27 4.47 -3.62  0.089
45 C -2.36 -1.20 -3.08  0.016
46 N 1.33 -2.55 3.06  0.095
47 C -3.17 0.77 0.63  -0.072
48 C 2.47 4.14 3.82  -0.020
49 Br 2.88 -5.75 -4.18  0.792
50 H 5.67 1.15 3.43  0.139
51 H 4.67 -3.06 0.58  0.107
52 C 3.15 1.76 4.08  -0.149
53 H 3.56 -3.48 5.38  0.121
54 C 4.88 0.92 2.69  -0.141
55 N -5.57 0.58 -0.22  0.186
56 H 1.64 -0.46 4.36  0.103
57 H -3.17 -1.46 -3.75  0.122
58 C 5.42 -0.13 1.74  -0.261
59 C 1.87 5.16 3.10  -0.054
60 C -9.78 0.73 -1.23  0.008
61 N -0.30 -0.48 -1.34  0.098
62 C -3.98 -0.24 -1.46  -0.176
63 H 1.43 -5.87 2.53  0.106
64 C 3.39 -2.36 -1.90  -0.166
65 N 3.63 0.59 3.35  -0.190
66 C -9.33 -0.82 -3.03  -0.003
67 C 2.48 3.82 -2.77  -0.044
68 K 1.86 -0.23 1.05  0.588
69 H 2.36 4.41 -1.86  0.077
70 H 2.37 1.44 4.77  0.127
71 C -6.09 0.03 -1.37  -0.257
72 H 7.20 1.02 1.37  0.119
73 H 3.62 1.94 -0.93  0.075
74 H 2.78 1.36 -4.06  0.072
75 N 1.72 1.89 -1.50  -0.089
76 C 1.57 -3.42 -1.04  -0.152
77 C -1.04 1.37 2.20  -0.137
78 C -4.21 0.40 -0.27  -0.131
79 H 4.38 -3.25 -3.58  0.107
80 H -0.78 -1.94 -4.33  0.111
81 C -8.44 0.77 -0.93  -0.027
82 H 2.84 4.31 4.82  0.117
83 C 1.54 2.63 -2.76  -0.628
84 C 1.42 4.88 1.81  -0.052
85 H 1.01 1.16 -1.41  0.048
86 N -0.80 0.76 1.06  0.077
87 H 0.95 -5.26 -1.95  0.108
88 H 6.89 -2.83 -0.50  0.108
89 C -10.24 -0.07 -2.28  -0.277
90 N 2.41 -2.38 -0.99  0.035
91 H -6.11 0.97 0.53  0.147
92 H 4.33 -0.15 5.20  0.128
93 H 3.12 -5.71 4.38  0.112
94 C -7.52 0.02 -1.67  -0.162
95 C 1.77 1.77 -4.01  -0.039
96 C -12.09 -0.82 -3.56  -0.072
97 C 2.59 2.88 3.24  -0.273
98 H -0.09 3.77 -1.89  0.081
99 H 3.96 2.18 4.71  0.133
100 C 7.21 -0.86 0.33  -0.052
101 N 4.72 -1.23 1.51  0.096
102 C 1.68 -4.92 2.98  -0.058
103 H 1.06 0.95 -4.06  0.066
104 H -10.50 1.32 -0.68  0.123
105 H 3.52 3.51 -2.83  0.077
106 C -1.05 -1.46 -3.40  -0.030
107 C 2.20 -2.47 4.07  -0.290
108 H -11.68 -0.50 -4.52  0.097
109 C -1.58 -0.22 -1.01  -0.142
110 C -3.39 1.42 1.85  0.002
111 C 2.69 -4.39 -2.90  -0.693
112 H 1.77 6.15 3.52  0.112

Output
- total charge = +1
- ΔE to the lowest compared entry with this formula, charge and spin (kJ/mol) = 23.67
- HOMO energy (eV) = -9.5

no.,LUMO level (eV)
1,0.36
2,2.13
3,0.36
4,-1.96